{"formula": "C26H50Br2NO7", "method": "the ωB97M-V functional and the def2-TZVPD basis", "homo_energy_ev": -4.5, "total_charge": -1, "de_lowest_kcal_mol": 0.0, "homo_lumo_gap_ev": 6.60, "fmax_ev_per_a": 0.93, "mol_weight_g_mol": 648.49, "lumo_ev": 2.0872, "elements": ["C", "C", "C", "Br", "C", "C", "C", "O", "O", "N", "Br", "C", "C", "C", "O", "C", "H", "H", "H", "H", "H", "H", "H", "H", "H", "H", "H", "H", "H", "H", "H", "H", "H", "H", "C", "C", "C", "O", "C", "H", "H", "H", "H", "H", "H", "H", "H", "C", "C", "C", "O", "C", "H", "H", "H", "H", "H", "H", "H", "H", "C", "C", "C", "O", "C", "H", "H", "H", "H", "H", "H", "H", "H", "C", "C", "C", "O", "C", "H", "H", "H", "H", "H", "H", "H", "H"], "xyz": [[-0.45022, -7.32273, 0.19243], [-1.58591, -6.76124, -0.66257], [-1.12660, -5.54829, -1.50164], [-1.20471, -6.03152, -3.40841], [-1.85012, -4.24461, -1.12530], [-1.60256, -4.00463, 0.37920], [-3.42980, -4.37559, -1.24604], [-4.04908, -3.47365, -0.65932], [-3.85707, -5.35442, -1.85529], [-1.39268, -3.03775, -1.86751], [-2.38271, -2.68091, -3.43553], [0.02340, -2.97706, -2.23585], [1.00723, -2.85195, -1.07377], [0.73490, -1.62419, -0.20001], [1.44040, -1.69948, 1.03467], [0.63978, -1.85495, 2.18488], [-0.78011, -8.22292, 0.71399], [-0.06491, -6.59773, 0.90956], [0.37010, -7.63079, -0.46156], [-1.89352, -7.55011, -1.34472], [-2.46648, -6.52320, -0.07569], [-0.05901, -5.42772, -1.32505], [-0.56063, -4.17898, 0.64839], [-1.84319, -2.96295, 0.57086], [-2.28320, -4.59570, 0.98034], [0.33398, -3.79419, -2.89667], [0.15063, -2.06351, -2.82208], [1.09786, -3.74592, -0.45810], [1.98890, -2.69799, -1.52968], [1.11494, -0.75486, -0.73598], [-0.33489, -1.47991, -0.05541], [1.20044, -1.47474, 3.03859], [0.42718, -2.90975, 2.39006], [-0.30346, -1.31005, 2.10741], [0.47665, 3.71463, -2.18452], [-0.94719, 3.16047, -2.15553], [-0.69652, 1.66888, -1.98182], [0.51604, 1.55570, -1.22567], [1.16979, 2.81927, -1.16445], [0.54157, 4.77247, -1.93149], [0.91540, 3.57736, -3.17103], [-1.48663, 3.55217, -1.29116], [-1.52427, 3.39053, -3.04976], [-0.55339, 1.17191, -2.94690], [-1.49848, 1.15779, -1.44997], [1.06250, 3.21852, -0.14756], [2.23383, 2.68205, -1.36915], [3.15220, -4.25829, 6.13196], [2.30089, -3.68127, 7.26119], [2.02747, -2.27238, 6.74893], [1.99819, -2.36250, 5.32681], [2.49994, -3.63281, 4.90566], [3.15633, -5.34661, 6.09619], [4.18507, -3.91535, 6.22819], [1.36624, -4.23951, 7.34788], [2.79341, -3.68841, 8.23289], [2.82665, -1.58163, 7.04227], [1.07672, -1.86881, 7.09981], [1.66202, -4.23972, 4.54750], [3.19398, -3.48384, 4.07856], [-4.39896, 4.47684, 2.34873], [-3.61264, 5.70527, 1.89638], [-2.90090, 5.17184, 0.66003], [-3.76245, 4.18618, 0.09126], [-4.80430, 3.86446, 1.01526], [-5.25388, 4.70985, 2.98191], [-3.74548, 3.79339, 2.89476], [-4.29686, 6.51152, 1.62132], [-2.92221, 6.08584, 2.64804], [-1.95264, 4.69157, 0.92771], [-2.69913, 5.94482, -0.08322], [-5.74221, 4.29757, 0.64995], [-4.91752, 2.78155, 1.05801], [3.52096, 6.98346, -5.46920], [4.00773, 6.83504, -4.02956], [2.76673, 6.28157, -3.34113], [2.07472, 5.50804, -4.32161], [2.62556, 5.75981, -5.61508], [4.32360, 7.00818, -6.20487], [2.93267, 7.89785, -5.57458], [4.82140, 6.10808, -3.98223], [4.35632, 7.76569, -3.58409], [2.10774, 7.08858, -3.00105], [3.00140, 5.64533, -2.48703], [3.20189, 4.88249, -5.92803], [1.81115, 5.90853, -6.32473]], "forces_ev_per_a": [[-0.087, -0.112, -0.254], [0.260, -0.193, -0.238], [-0.264, -0.164, 0.411], [0.130, 0.044, -0.062], [-0.285, -0.215, -0.267], [0.269, 0.480, -0.343], [0.039, 0.545, 0.310], [-0.082, 0.318, 0.117], [-0.166, -0.808, -0.432], [0.218, -0.182, 0.352], [-0.074, 0.084, -0.039], [0.336, 0.195, -0.178], [-0.041, 0.245, 0.194], [0.297, -0.235, -0.296], [-0.067, 0.213, 0.017], [0.233, -0.134, 0.136], [0.000, 0.070, 0.186], [-0.023, -0.002, 0.088], [0.096, 0.074, 0.042], [-0.172, 0.038, -0.008], [-0.015, 0.114, 0.060], [0.069, 0.091, -0.177], [-0.041, -0.136, 0.202], [-0.070, -0.008, 0.065], [0.087, -0.205, 0.090], [-0.046, -0.072, 0.034], [-0.127, 0.013, -0.043], [-0.174, -0.049, 0.005], [0.070, -0.186, -0.029], [-0.108, 0.159, 0.079], [-0.055, -0.053, 0.152], [0.010, 0.071, -0.025], [-0.160, -0.037, -0.084], [-0.049, 0.014, -0.045], [-0.064, -0.156, -0.003], [0.048, 0.070, 0.135], [0.018, -0.036, -0.094], [0.025, 0.073, -0.027], [-0.101, 0.043, 0.087], [-0.016, 0.018, 0.004], [0.040, 0.035, -0.034], [-0.064, -0.024, -0.019], [0.000, -0.015, -0.011], [-0.042, 0.004, -0.007], [0.034, -0.038, 0.026], [0.043, 0.046, -0.017], [0.000, -0.042, 0.010], [0.056, 0.054, 0.025], [-0.050, -0.050, -0.012], [0.070, -0.006, -0.028], [0.017, 0.029, 0.054], [-0.078, -0.040, -0.011], [-0.021, -0.007, 0.003], [-0.001, -0.002, -0.009], [-0.004, 0.009, 0.000], [0.020, 0.005, -0.004], [-0.009, -0.012, 0.048], [-0.011, 0.018, -0.031], [0.027, -0.030, -0.010], [-0.022, 0.042, -0.019], [0.076, -0.025, 0.030], [-0.066, 0.031, -0.007], [0.062, -0.111, 0.027], [0.001, 0.105, 0.045], [-0.063, 0.001, -0.064], [-0.011, 0.014, -0.009], [-0.005, -0.005, -0.005], [0.001, -0.005, -0.004], [0.014, -0.014, 0.003], [0.030, 0.061, 0.019], [-0.012, -0.031, -0.044], [-0.018, -0.015, 0.033], [0.022, -0.009, -0.038], [-0.043, 0.059, 0.024], [0.047, -0.055, -0.024], [-0.055, 0.029, -0.007], [0.074, 0.093, -0.089], [0.046, -0.062, 0.022], [0.013, -0.015, 0.005], [-0.004, -0.006, -0.004], [-0.004, -0.001, 0.009], [-0.014, 0.015, -0.005], [0.034, 0.014, 0.026], [-0.031, -0.031, -0.004], [0.010, 0.020, -0.038], [-0.030, -0.019, 0.022]], "lowdin_charge": [-0.109, -0.293, -0.610, 0.684, -0.500, -0.029, -0.801, -0.054, -0.057, -0.435, 0.745, -0.339, -0.157, -0.222, -0.181, -0.115, 0.064, 0.061, 0.071, 0.075, 0.102, 0.063, 0.057, 0.081, 0.092, 0.064, 0.084, 0.094, 0.114, 0.106, 0.106, 0.070, 0.074, 0.089, -0.174, -0.154, -0.184, -0.154, -0.207, 0.103, 0.102, 0.090, 0.116, 0.119, 0.124, 0.114, 0.114, -0.172, -0.174, -0.209, -0.152, -0.207, 0.110, 0.111, 0.113, 0.107, 0.115, 0.116, 0.118, 0.121, -0.172, -0.174, -0.220, -0.146, -0.200, 0.108, 0.115, 0.111, 0.108, 0.114, 0.117, 0.116, 0.122, -0.173, -0.171, -0.212, -0.154, -0.202, 0.109, 0.112, 0.114, 0.109, 0.119, 0.114, 0.119, 0.117]}



{"formula": "C31H72N8O10PS", "method": "the ωB97M-V functional and the def2-TZVPD basis", "homo_energy_ev": -11.3, "total_charge": 1, "de_lowest_kcal_mol": 0.0, "homo_lumo_gap_ev": 8.43, "fmax_ev_per_a": 1.28, "mol_weight_g_mol": 780.00, "lumo_ev": -2.8509, "elements": ["C", "C", "C", "C", "C", "C", "C", "C", "C", "C", "C", "C", "C", "C", "C", "C", "C", "C", "C", "C", "C", "C", "N", "N", "C", "C", "C", "P", "S", "C", "N", "H", "H", "H", "H", "H", "H", "H", "H", "H", "H", "H", "H", "H", "H", "H", "H", "H", "H", "H", "H", "H", "H", "H", "H", "H", "H", "H", "H", "H", "H", "H", "H", "H", "H", "H", "H", "H", "H", "H", "H", "H", "H", "H", "H", "H", "H", "H", "H", "H", "H", "H", "H", "H", "H", "H", "H", "H", "C", "N", "O", "O", "H", "H", "H", "C", "N", "O", "O", "H", "H", "H", "C", "N", "O", "O", "H", "H", "H", "C", "N", "O", "O", "H", "H", "H", "C", "N", "O", "O", "H", "H", "H"], "xyz": [[-1.71740, 5.66935, 0.30045], [-0.40496, 6.17540, 0.92609], [0.12330, 5.30803, 2.09425], [1.49905, 4.65386, 1.83974], [2.56063, 4.95642, 2.90631], [2.63436, 3.99227, 4.09593], [1.30554, 3.61290, 4.76500], [0.65686, 2.31290, 4.26501], [1.62134, 1.11130, 4.31349], [0.94762, -0.21048, 4.70350], [0.69633, -0.27074, 6.21040], [-0.27276, -1.32506, 6.73109], [-1.73332, -1.17228, 6.30824], [-2.02985, -1.78273, 4.91951], [-2.74626, -0.86531, 3.92577], [-2.49529, -1.17118, 2.43294], [-2.25021, -2.64061, 2.08879], [-1.84434, -2.86578, 0.62766], [-2.99470, -2.66779, -0.35653], [-2.68587, -3.01161, -1.82285], [-1.82178, -2.01902, -2.64569], [-0.41719, -2.60600, -2.93653], [0.37715, -2.99237, -1.80071], [-2.46447, -1.88507, -4.01703], [-1.69381, -1.05797, -5.00582], [-1.05851, 0.22533, -4.43599], [-0.99848, 0.39520, -2.89343], [0.72263, 0.61196, -2.31178], [1.46797, 2.34274, -2.80462], [-1.83961, -0.59850, -2.07353], [-3.20450, -0.03660, -1.97260], [-1.72889, 5.84144, -0.77873], [-1.85504, 4.60051, 0.47049], [-2.58312, 6.19704, 0.70233], [-0.58920, 7.17921, 1.31241], [0.35850, 6.23685, 0.14786], [-0.61886, 4.54398, 2.34260], [0.20943, 5.93826, 2.98229], [1.87653, 4.99507, 0.87092], [1.39107, 3.56622, 1.75205], [2.42316, 5.97423, 3.28020], [3.54061, 4.93327, 2.42454], [3.18011, 3.09560, 3.79314], [3.26460, 4.47896, 4.84611], [1.45447, 3.49791, 5.84253], [0.59906, 4.44085, 4.64867], [-0.19724, 2.09731, 4.91893], [0.24280, 2.43145, 3.25896], [2.39767, 1.33257, 5.05062], [2.08398, 0.98811, 3.33100], [1.60251, -1.03425, 4.40440], [0.01273, -0.30453, 4.13882], [0.38389, 0.71905, 6.56434], [1.65994, -0.46538, 6.69515], [-0.22165, -1.28489, 7.82371], [0.06156, -2.33037, 6.45260], [-2.01833, -0.11532, 6.33313], [-2.36019, -1.67237, 7.04986], [-2.62422, -2.68912, 5.05390], [-1.06859, -2.09569, 4.50261], [-3.82172, -0.91754, 4.11617], [-2.45940, 0.17444, 4.11321], [-1.62924, -0.59393, 2.08484], [-3.35205, -0.79215, 1.86538], [-1.42839, -3.01043, 2.70340], [-3.11531, -3.26737, 2.33401], [-1.01045, -2.18189, 0.43655], [-1.47610, -3.88841, 0.52096], [-3.78448, -3.35436, -0.03424], [-3.40959, -1.66587, -0.24876], [-3.63724, -3.15153, -2.35396], [-2.20702, -3.99609, -1.82885], [0.16756, -1.92093, -3.55162], [-0.57663, -3.50293, -3.54889], [0.49615, -2.25556, -1.12143], [-0.00306, -3.81644, -1.35328], [-3.41825, -1.53898, -3.92337], [-2.54124, -2.83158, -4.39288], [-0.96774, -1.71238, -5.47943], [-2.39842, -0.79100, -5.79226], [-0.04473, 0.29171, -4.83472], [-1.59733, 1.07727, -4.84649], [-1.39382, 1.38781, -2.65925], [0.65241, 0.39778, -0.92739], [1.47715, -0.45581, -2.81882], [-1.43843, -0.62384, -1.05808], [-3.42777, 0.55187, -2.76764], [-3.93136, -0.73908, -1.91159], [1.44649, -6.78858, -1.29668], [0.20241, -6.64505, -0.49460], [0.00050, -7.42196, 0.39755], [-0.55646, -5.72724, -0.78657], [1.99506, -7.63788, -0.90976], [1.15990, -6.94638, -2.33014], [2.00605, -5.86290, -1.19034], [3.86251, 2.33407, 0.44586], [4.12364, 0.94590, -0.02101], [5.25163, 0.52551, 0.01367], [3.16131, 0.32087, -0.42876], [4.80239, 2.76706, 0.76586], [3.42751, 2.87122, -0.39333], [3.14921, 2.27067, 1.26219], [-2.18121, -1.15596, -9.59290], [-2.42088, -2.39702, -8.80516], [-1.85257, -2.52072, -7.72974], [-3.15936, -3.21662, -9.28241], [-1.49449, -0.52501, -9.04249], [-1.76595, -1.46025, -10.54861], [-3.14550, -0.67922, -9.74025], [3.20946, 8.58753, 1.04607], [4.62941, 8.26884, 1.36623], [5.48510, 9.01758, 0.95767], [4.82341, 7.26825, 2.02280], [3.18879, 9.49849, 0.46082], [2.80702, 7.74297, 0.49451], [2.68573, 8.70290, 1.99015], [2.28932, -6.94591, -6.04745], [1.83546, -8.12751, -5.26189], [2.19106, -8.21166, -4.10211], [1.14981, -8.93376, -5.83942], [2.89627, -6.32039, -5.40428], [2.85797, -7.32237, -6.89190], [1.39878, -6.43275, -6.39764]], "forces_ev_per_a": [[0.099, 0.147, -0.193], [-0.305, -0.252, 0.224], [0.065, 0.084, -0.052], [-0.063, -0.071, 0.099], [0.069, -0.289, -0.087], [0.014, 0.231, 0.150], [-0.194, 0.006, -0.179], [0.021, -0.103, 0.273], [-0.382, 0.039, -0.080], [-0.054, 0.288, -0.071], [0.244, -0.088, 0.026], [-0.122, -0.030, 0.264], [-0.217, -0.055, -0.167], [0.279, 0.086, 0.052], [-0.141, -0.015, -0.054], [-0.110, -0.018, 0.025], [0.059, -0.064, -0.060], [-0.092, 0.046, 0.273], [-0.009, -0.108, 0.193], [-0.050, 0.014, -0.060], [0.030, -0.084, 0.188], [0.033, -0.020, 0.124], [-0.087, -0.021, -0.217], [0.258, -0.429, -0.185], [-0.078, 0.322, -0.279], [-0.108, 0.004, 0.167], [-0.075, -0.290, 0.048], [0.705, 1.066, -0.073], [-0.212, -0.213, -0.053], [-0.219, 0.457, -0.006], [0.057, -0.239, -0.573], [-0.014, -0.029, 0.052], [-0.003, -0.014, -0.034], [-0.006, -0.139, 0.119], [0.174, 0.103, -0.220], [0.014, 0.100, 0.062], [0.010, 0.035, 0.010], [-0.025, -0.039, 0.000], [-0.026, 0.007, 0.010], [-0.034, 0.081, -0.082], [-0.002, 0.039, -0.093], [0.042, 0.183, 0.071], [-0.052, -0.079, 0.021], [0.057, -0.101, -0.046], [0.096, -0.006, -0.037], [0.006, -0.053, 0.086], [0.003, 0.050, -0.088], [0.048, -0.022, 0.006], [0.188, -0.099, -0.123], [0.248, 0.050, 0.084], [-0.157, -0.109, 0.015], [0.080, -0.004, 0.037], [-0.117, -0.074, -0.012], [0.013, 0.150, -0.040], [-0.002, -0.043, -0.039], [0.092, 0.027, -0.005], [0.027, 0.012, -0.020], [-0.004, 0.089, 0.013], [0.116, -0.080, -0.096], [-0.112, -0.051, -0.032], [0.007, 0.045, 0.041], [-0.005, -0.038, -0.013], [0.065, -0.056, 0.058], [0.072, 0.017, -0.024], [-0.043, -0.040, 0.008], [-0.033, 0.106, 0.004], [0.004, -0.061, -0.164], [0.089, 0.053, -0.037], [-0.024, 0.051, -0.108], [0.011, -0.008, 0.004], [-0.027, 0.031, 0.097], [0.009, 0.050, -0.125], [-0.069, 0.040, -0.016], [0.044, 0.003, 0.028], [0.071, 0.033, 0.052], [0.066, -0.025, 0.168], [0.011, 0.146, 0.179], [-0.106, 0.011, -0.120], [0.021, -0.007, 0.180], [0.004, -0.117, 0.036], [-0.043, 0.070, -0.107], [0.068, -0.005, -0.035], [0.027, -0.030, 0.067], [-0.104, -0.300, -0.001], [-0.144, -0.258, 0.188], [0.024, -0.208, -0.025], [0.046, 0.152, 0.087], [-0.016, 0.030, 0.300], [0.065, -0.021, 0.068], [0.014, 0.010, 0.045], [-0.012, -0.157, 0.128], [-0.024, 0.109, -0.204], [-0.004, -0.012, 0.002], [-0.023, 0.019, -0.023], [-0.034, 0.027, -0.039], [0.118, 0.040, 0.024], [0.010, 0.226, -0.042], [0.157, -0.067, 0.026], [-0.287, -0.251, -0.019], [0.015, -0.009, 0.007], [-0.066, -0.028, 0.005], [-0.020, 0.000, -0.012], [0.081, 0.056, 0.044], [0.074, -0.092, -0.056], [0.039, 0.199, 0.165], [-0.163, -0.095, -0.077], [0.007, -0.011, 0.010], [-0.037, -0.011, -0.024], [-0.015, -0.024, -0.040], [-0.014, 0.081, -0.045], [-0.126, 0.035, -0.017], [0.107, 0.102, -0.068], [0.046, -0.156, 0.074], [0.012, 0.004, -0.003], [-0.017, -0.024, 0.034], [-0.011, -0.039, 0.009], [0.074, 0.060, 0.049], [0.137, -0.008, -0.071], [-0.011, 0.114, 0.132], [-0.161, -0.100, -0.087], [-0.002, -0.008, 0.009], [-0.027, -0.013, -0.027], [-0.004, -0.026, -0.038]], "lowdin_charge": [-0.108, -0.246, -0.203, -0.204, -0.213, -0.196, -0.192, -0.206, -0.211, -0.205, -0.209, -0.217, -0.194, -0.221, -0.201, -0.201, -0.203, -0.207, -0.179, -0.099, -0.339, -0.213, 0.071, 0.104, -0.110, -0.147, -0.441, 0.377, 0.169, -0.329, 0.085, 0.064, 0.062, 0.069, 0.099, 0.087, 0.096, 0.098, 0.093, 0.085, 0.106, 0.089, 0.093, 0.113, 0.111, 0.101, 0.103, 0.092, 0.114, 0.096, 0.116, 0.090, 0.111, 0.116, 0.109, 0.115, 0.109, 0.106, 0.115, 0.082, 0.113, 0.101, 0.105, 0.105, 0.105, 0.126, 0.092, 0.097, 0.131, 0.089, 0.123, 0.112, 0.085, 0.139, 0.060, 0.029, 0.166, 0.180, 0.114, 0.123, 0.103, 0.118, 0.106, -0.005, -0.001, 0.117, 0.085, 0.071, 0.058, -0.423, 0.119, 0.000, 0.104, 0.077, 0.104, 0.050, -0.439, 0.098, -0.022, 0.104, 0.075, 0.076, 0.057, -0.445, 0.019, 0.102, 0.093, 0.108, 0.105, 0.048, -0.454, 0.082, 0.054, 0.095, 0.090, 0.100, 0.048, -0.450, 0.046, 0.088, 0.093, 0.104, 0.096]}